Entry 1:
The following is a quantum chemistry calculation of C33H46F5IrN9O3PSe as an isolated structure, from the Open Molecules 2025 dataset.

Output
E_tot ... -5350.00719 Eh
Energy relative to the best compared isomer or geometry (same formula, charge and spin) ... 24.6 kcal per mole

Last column: Mulliken charge in e.
Cartesian coordinates (Å):
C 5.5912 -3.1244 0.0836  -0.666
H 1.4193 -1.6471 2.4939  0.073
O -0.5028 1.7246 1.9282  -0.362
C 4.4614 -3.9989 0.6407  -1.003
C -0.0165 -4.3389 -1.5253  -0.719
F -6.4889 8.0569 1.7782  -0.304
H -0.0454 -4.6395 -4.3245  0.306
C 3.1954 -3.8458 -0.1912  -0.689
C -0.8292 5.7599 -1.1648  -0.504
H -2.5968 -1.8991 2.2526  0.630
C 1.1685 -2.7013 2.3441  0.213
Ir 0.2571 1.1402 0.1416  0.732
C 1.2481 4.0384 1.4647  -1.498
H -2.7120 1.9563 1.0735  0.275
O 0.9892 0.5912 2.9405  -0.251
H 0.4544 6.3853 0.4385  0.425
H 3.4088 -4.1535 -1.2237  0.237
F -4.3432 6.9156 2.8665  -0.327
F -6.4319 4.9064 -1.7158  -0.322
H 5.7583 -0.9952 -0.3389  0.360
H -1.3417 -3.9506 1.4428  0.319
H -2.0932 4.7485 -2.5914  0.488
C -1.0505 3.3981 -1.3195  0.144
H 3.2918 4.4858 1.0603  0.299
H 3.8444 -1.3516 1.2622  0.237
C -1.5050 -1.9506 2.2536  0.368
C -4.2055 5.2658 1.1688  -0.315
H 3.3296 -0.4873 -0.1758  -0.059
C 0.0304 5.5523 -0.1050  -0.856
P 1.0977 -2.1074 -0.2421  -1.216
C 4.5019 2.4209 0.3124  -1.347
C -5.9090 5.3976 -0.5806  -0.191
C 0.5697 -2.3824 -2.8664  -1.055
H -3.5280 -2.0141 -2.3722  0.298
Se -2.6809 4.4408 1.9195  -0.289
C 3.7128 -1.4414 0.1739  -0.077
H -1.0773 6.7622 -1.4870  0.403
H -4.9020 0.5808 0.1171  0.616
H -0.0066 -4.7119 -0.5028  0.383
F -7.5669 7.0806 -0.5222  -0.319
H 0.8893 3.2239 2.0813  -0.242
H -1.0634 -4.3524 -1.8676  0.404
H 1.5846 -5.2777 -4.4566  0.423
H 4.2418 -3.7141 1.6724  0.252
C -4.8236 6.3798 1.7393  0.147
H 2.4817 -3.2228 -3.3432  0.138
N 0.8768 -0.5843 -0.3694  0.191
C 0.8007 -5.2487 -2.4396  -0.507
H -4.7885 -1.9939 -1.1280  0.355
O 2.3008 1.5739 0.4119  -0.522
N 0.4419 -2.8924 1.0688  0.309
N -0.2130 3.1884 -0.2968  0.326
H 1.7932 -5.3982 -2.0097  0.134
C -1.0232 -2.9307 1.1948  -1.133
C 0.3119 4.2629 0.3139  1.371
H 0.3197 -6.2290 -2.4838  0.425
C -4.1931 -1.3740 -1.7961  -0.943
H 0.9022 -3.1273 4.4225  0.462
H -1.7193 -2.9315 4.1821  0.317
C -4.7976 4.8086 -0.0077  0.520
C -2.7710 1.1330 0.3694  -0.014
H -1.1436 -0.9571 1.9800  -0.784
C -5.9365 6.9889 1.1887  0.209
N 2.6133 3.7439 1.0368  0.051
H -0.7736 -1.4562 4.2250  0.342
C -3.8558 0.4710 -0.1064  -1.393
H -0.4300 -2.3318 -3.3284  0.396
H 4.8687 -1.8912 -1.5572  0.320
H -4.8533 -0.8391 -2.4771  0.344
C 0.3140 -3.1835 3.5056  -1.134
N -0.0110 1.2483 3.0427  -0.030
N 0.4463 -2.9570 -1.5308  0.579
C -6.4890 6.4993 0.0187  0.696
H 0.0741 -4.2400 3.3526  0.321
H 1.5237 -2.7776 -4.7554  0.372
H -1.4700 2.5150 -1.7764  0.353
H 0.9365 -1.3601 -2.7742  0.503
H 4.7020 2.8082 -0.6883  0.311
N -3.3928 -0.4413 -1.0272  0.339
C 1.4694 -3.2256 -3.7606  -0.518
H -1.4209 -0.9153 -1.7170  0.868
H 6.3157 -2.9237 0.8753  0.404
H 5.1087 2.9733 1.0282  0.449
C 0.9372 -4.6535 -3.8380  -0.892
H 6.1282 -3.6648 -0.6992  0.287
F -4.2960 3.7337 -0.6499  -0.240
C -0.9699 -2.3537 3.6370  -0.899
C 3.0321 2.5537 0.6041  0.741
C -1.3893 4.6546 -1.7771  -1.020
H 4.7589 -5.0487 0.6617  0.482
H 2.1011 -3.2669 2.3020  -0.092
H 2.4106 -4.5080 0.1855  0.540
N -1.6519 0.6235 -0.2585  0.320
C 5.0374 -1.8036 -0.4803  -0.922
C -2.0595 -0.3156 -1.0938  -0.819
H 1.2826 4.9301 2.0866  0.636
N 2.7187 -2.4623 -0.1576  1.215
H 4.7708 1.3690 0.3338  0.111
H -1.4548 -2.6965 0.2234  0.699


Entry 2:
The following is a quantum chemistry calculation of a 4-piece molecular cluster, C33H46IN5O9P2 overall in a non-equilibrium geometry, from the Open Molecules 2025 dataset.

Output
SMILES ... C=CCP(CCCI)(CCN(CC)C(C)=O)(C[C@@H]1CO1)P(N)O.O=[N+]([O-])c1ccccc1.O=[N+]([O-])c1ccccc1.O=[N+]([O-])c1ccccc1
E_tot ... -3216.00325 Eh

Last column: Mulliken charge in e.
Cartesian coordinates (Å):
H 2.5969 5.6219 3.0082  0.467
H 0.9070 -1.0100 -4.0069  0.210
C -2.0481 -6.3666 3.4687  -0.006
H 2.3522 1.5838 5.8540  0.409
C 2.5317 4.8651 5.0204  -0.415
O -1.7859 -4.1458 2.9285  -0.567
O -2.4900 -3.8701 -0.9891  -0.545
O -1.2946 10.2560 -1.4079  -0.611
H -1.0150 -2.2126 -2.3161  0.705
H -3.7135 -3.4236 0.6048  0.411
C 0.8008 0.0563 -4.2108  -0.577
H 2.4598 3.8247 6.8931  0.378
O -0.4044 2.8470 -3.8407  -0.514
H 1.0629 1.7332 -1.9593  0.610
O 2.9937 -1.5865 0.9267  -0.518
H 0.9810 -2.8067 -2.3511  0.031
C -1.3841 -1.6589 -1.4510  -0.445
H 1.1441 8.7171 -3.9874  0.449
C -1.1326 -6.7300 2.4985  -0.111
C -1.4678 -9.0247 3.1273  -0.427
H 2.9548 -4.2996 -0.5526  0.537
C 2.5462 4.7481 3.6403  -0.512
C 2.4966 3.4831 3.0862  0.036
C 0.5100 -3.1550 -0.2130  -0.723
H -2.1962 1.1717 -0.1138  0.352
H -0.4903 0.2504 1.5730  0.935
H 1.5642 6.2863 -4.2097  0.397
H 1.2363 -3.3595 0.5711  0.986
H 1.7307 0.1929 -0.5584  0.457
C -2.7266 -3.1530 0.2531  -0.404
H 2.1095 1.7749 -4.5287  0.265
C -0.7292 6.2151 -1.7211  -0.483
N -0.5152 9.8940 -2.2663  1.001
O 2.5825 4.3481 0.9472  -0.639
H 2.7713 0.2059 -5.0042  0.467
H 3.7059 -1.2199 1.4611  0.332
C -2.3351 0.3094 0.5247  -0.281
H 0.2936 -2.4937 2.7316  0.257
P 1.5682 -0.9385 1.5503  0.395
H 3.2056 -2.7593 -1.3845  0.333
H -3.7931 -0.6534 1.6861  0.345
C 2.4669 3.7278 5.8155  -0.425
H -0.2906 -3.8747 -0.0680  0.154
H -0.6560 -5.9803 1.8850  0.557
H -0.1277 -8.3780 1.5801  0.393
I 3.4738 -4.6575 -3.1726  -0.036
C 0.1820 5.7493 -2.6602  -0.072
H 1.8571 -2.7612 2.9620  0.296
C 0.3331 0.9186 -1.9208  -1.312
O -3.1390 -4.6329 4.5256  -0.613
H -3.5622 -2.0738 -1.4350  0.682
C -2.6866 -7.2954 4.2683  -0.501
C -3.5808 0.0152 0.8627  -1.052
H -1.5033 -1.1372 1.8182  0.499
H -2.7404 0.7631 -3.6312  0.251
H -1.8943 -3.1649 0.9302  -0.328
O 0.0842 10.6413 -3.0125  -0.610
C -2.6270 -2.4664 -1.0426  0.149
C 0.9961 -0.2631 -1.2217  -1.145
H 2.3674 1.3635 3.3820  0.433
H -2.8770 -9.3788 4.7068  0.373
H 0.3654 4.6901 -2.7556  0.469
N -0.1638 0.6305 -3.2689  0.724
N -2.3495 -4.9396 3.6611  0.998
O 2.4710 2.2080 1.1838  -0.530
C 2.1691 0.7252 -4.2584  -1.118
H 0.3529 0.1189 -5.2042  0.605
C 0.6268 8.0091 -3.3579  -0.334
H 0.7577 -4.4659 -1.9138  0.623
C 2.4092 2.4678 5.2342  -0.536
C -0.8677 1.7400 -3.8130  0.337
H 2.5721 5.8450 5.4753  0.376
C -1.1568 -0.4416 1.0523  -1.114
P -0.0516 -1.3670 -0.1512  0.167
H -1.2356 -10.0730 2.9960  0.388
H -4.4166 0.4477 0.3322  0.297
H -1.6703 7.9473 -0.8619  0.458
N 2.5227 3.3398 1.6214  1.044
C -0.8427 -8.0738 2.3315  -0.566
H -2.8053 2.3327 -4.4994  0.406
C -2.2358 1.4271 -4.3294  -1.276
N 1.1747 -2.0084 2.9029  -0.688
C -0.9663 7.5735 -1.5896  -0.431
C -0.2796 8.4475 -2.4111  -0.025
H 2.6995 0.5971 -3.3165  0.206
H -2.1236 0.8530 -5.2504  0.306
H -0.4973 1.3052 -1.3340  0.026
H 1.5885 -0.8795 -1.8931  0.571
C 2.6824 -3.7075 -1.4170  -1.134
H -1.8054 -0.7403 -1.8533  -0.158
C 2.4230 2.3365 3.8547  -0.009
H -1.2560 5.5162 -1.0858  0.426
C 1.1823 -3.5269 -1.5624  -0.603
C -2.3894 -8.6364 4.0908  -0.417
C 0.8559 6.6479 -3.4772  -0.629
H -3.3997 -6.9786 5.0140  0.463


Record order is preserved below.
HOMO-LUMO gap: 5.82 5.72 eV